No. 1
Below is a cluster of 15 separate species, C20H70N10O15 in total at a distorted geometry, with properties calculated with ωB97M-V/def2-TZVPD.

Last column: Mulliken charge in e.
Atoms and positions in Å:
C 15.6660 14.8510 16.1200  0.40
C 15.4750 13.6330 15.2620  -0.88
O 14.5360 12.7340 15.7880  -0.56
H 16.2040 14.5650 17.0740  -0.04
H 14.7370 15.3400 16.3250  -0.65
H 16.3130 15.4870 15.6510  0.55
H 16.3950 13.1350 15.2700  0.44
H 15.1540 13.9140 14.2410  0.31
H 13.6470 12.9540 15.4970  0.31
C 17.9640 18.1830 18.9320  -1.20
C 18.6410 16.8270 18.7460  -0.41
O 18.2370 16.3490 17.5050  -0.58
H 16.9470 18.1300 19.1870  0.14
H 18.0420 18.8630 18.0930  0.61
H 18.2480 18.8630 19.7490  0.55
H 18.5000 16.0220 19.4420  0.34
H 19.7410 16.9600 18.6640  0.37
H 18.6310 15.5380 17.2650  0.27
C 10.1080 16.3700 17.4920  -1.03
C 10.2130 17.5600 16.6220  1.34
O 10.1370 18.7470 17.3040  -0.60
H 10.0250 15.5630 16.8340  0.60
H 9.2930 16.3450 18.1610  0.50
H 11.0060 16.1710 18.1230  -0.34
H 9.4770 17.4500 15.8210  0.49
H 11.2170 17.6560 16.2300  -1.20
H 10.6740 19.3180 16.7710  0.26
C 12.5550 15.8220 24.8730  -1.11
C 11.5230 15.7160 23.7390  0.21
O 12.0710 15.2690 22.5190  -0.42
H 13.2510 16.5200 24.4780  0.05
H 13.1540 14.9180 25.1370  0.33
H 12.1520 16.2220 25.8180  0.31
H 10.8850 16.6280 23.6590  -0.12
H 10.8140 14.9530 24.0070  0.38
H 11.4450 15.6290 21.8470  0.37
C 13.1500 16.8220 14.7060  -0.42
C 11.9500 17.1830 13.8030  -0.85
O 11.2550 15.9660 13.7690  -0.59
H 12.8970 16.4930 15.6620  -0.28
H 13.5530 17.8270 14.9900  0.31
H 13.9120 16.2910 14.1520  0.52
H 12.2990 17.4410 12.9000  0.66
H 11.3310 18.0090 14.1160  0.36
H 10.3660 16.2650 13.4970  0.35
C 11.9320 21.7220 19.2310  0.46
O 12.7850 22.7490 19.5320  -0.75
N 12.2440 20.4440 19.2490  1.06
N 10.7930 21.7970 18.5800  -0.44
H 13.1290 20.3580 19.8320  -0.60
H 11.6250 19.6560 19.2210  -0.02
H 10.4350 22.8000 18.3680  0.38
H 10.0970 21.0530 18.6060  0.28
C 16.1430 18.8940 15.8490  -0.04
O 15.2790 18.3730 16.7010  -0.01
N 15.7240 19.6860 14.8700  -0.24
N 17.3480 18.4310 15.7380  -0.32
H 14.7750 20.0520 14.9200  0.09
H 16.4540 20.1880 14.3410  0.23
H 17.6930 17.7800 16.4900  -0.11
H 17.9950 18.9300 15.1330  0.22
C 12.5770 20.5890 15.8060  0.38
O 13.1030 20.3500 14.5740  -0.85
N 13.0090 19.9920 16.8940  0.86
N 11.5430 21.4850 15.9620  -0.12
H 13.7660 19.3170 16.8310  -0.95
H 12.7190 20.2720 17.8970  0.38
H 11.3360 22.1450 15.2510  0.25
H 11.1760 21.6500 16.9960  0.23
C 12.1020 13.3840 18.9750  0.07
O 11.4820 14.3260 19.7260  -0.51
N 11.8200 12.1470 18.7920  -0.43
N 13.1080 13.7400 18.2830  0.11
H 10.9750 11.8220 19.1660  0.29
H 12.4820 11.3690 18.7060  0.20
H 13.4890 14.6510 18.5140  -0.33
H 13.6440 13.0380 17.8900  0.29
C 9.8950 17.3390 21.0870  0.17
O 10.4670 18.0750 20.0870  -0.62
N 9.9800 16.0860 21.0810  -0.17
N 9.2680 17.9220 22.0730  -0.37
H 10.3470 15.7230 20.2360  -0.02
H 9.4700 15.5280 21.7480  0.32
H 9.2950 18.9630 22.0640  0.27
H 9.0000 17.5520 23.0300  0.26
C 12.5060 18.9830 22.8960  -0.08
O 12.5560 20.3870 22.5640  -0.70
H 13.3170 18.6050 23.6230  0.00
H 12.6320 18.5580 21.9090  -0.09
H 11.5820 18.7250 23.2790  0.48
H 13.3100 20.5770 22.0140  0.39
C 13.5250 17.0620 18.9080  3.62
O 14.7640 16.3280 18.7040  0.90
H 13.6920 17.9940 19.4560  -1.73
H 12.7690 16.4320 19.4090  -0.31
H 13.0500 17.3700 17.9060  -1.02
H 15.3390 16.8750 18.0850  -0.80
C 16.2340 18.1280 22.5680  -1.16
O 15.5230 17.6250 21.3780  -0.37
H 17.2350 18.2580 22.2510  0.37
H 16.2430 17.5050 23.4770  0.27
H 15.7490 19.0770 22.8170  0.38
H 15.7830 16.6890 21.1330  0.16
C 15.5790 20.5030 19.8160  -0.55
O 14.5880 19.9810 20.7170  -0.40
H 15.4430 19.8930 18.9090  -0.09
H 16.6270 20.5310 20.0120  0.47
H 15.3270 21.5300 19.4730  0.36
H 14.9520 19.0580 20.8710  0.21
C 15.1390 14.6320 21.4670  -0.60
O 16.2510 15.1280 20.8910  -0.72
H 14.2420 15.0420 21.0310  0.06
H 15.1440 14.8490 22.5310  0.25
H 15.0910 13.6000 21.5020  0.47
H 16.1460 15.0420 19.9210  0.27

## Properties
Max |F| (eV/A): 9.2
Energy above the lowest of the compared OMol25 structures with the same formula, charge and spin (kcal/mol): 0.0
HOMO level (eV): -8.80
Molecular weight (g mol⁻¹): 690.8
Gap between HOMO and LUMO (eV): 9.09

No. 2
Below is a structure of composition C13H25HgO9S3 at a distorted geometry, with properties calculated with ωB97M-V/def2-TZVPD.

Last column: Löwdin spin population.
Atoms and positions in Å:
Hg 1.1641 -2.6938 1.8323  0.00
O 0.8277 -0.1865 -1.4975  0.00
C 1.1030 -0.9575 -0.3935  0.00
O 1.4671 -2.1405 -0.5061  0.00
O 1.0057 -0.5293 0.7375  0.00
H 1.1935 -0.6807 -2.2348  0.00
C 0.7718 -5.2649 -3.4288  0.00
C -0.3839 -4.5909 -2.7323  0.00
C -0.7302 -3.2228 -3.3655  0.00
S 0.7505 -2.7792 -4.3039  0.00
O 1.2934 -1.5102 -3.8043  0.00
O 0.4205 -2.9115 -5.7362  0.00
C 1.7770 -4.1680 -3.7282  0.00
H 0.4100 -5.7426 -4.3393  0.00
H 1.2338 -6.0730 -2.8619  0.00
H -0.0893 -4.4961 -1.6872  0.00
H -1.2670 -5.2292 -2.7036  0.00
H -0.6261 -2.4418 -2.6123  0.00
H -1.6054 -3.2000 -4.0148  0.00
H 2.2910 -3.8109 -2.8357  0.00
H 2.4877 -4.3700 -4.5296  0.00
C 0.4316 4.2595 -1.6918  0.03
C 0.5447 2.8075 -1.2501  0.03
C -0.7587 2.4922 -0.5062  0.13
S -1.2453 4.0705 0.3729  0.09
O -0.7344 4.0826 1.7464  0.24
O -2.6510 4.4637 0.1427  0.29
C -0.0921 5.1478 -0.5328  0.15
H -0.1550 4.3642 -2.6045  0.00
H 1.4217 4.5261 -2.0616  0.02
H 1.4084 2.7280 -0.5899  0.00
H 0.7110 2.1187 -2.0783  0.01
H -0.6727 1.6279 0.1524  0.00
H -1.5450 2.1568 -1.1825  0.00
H 0.7352 5.2619 0.1677  0.00
H -0.5347 6.1206 -0.7469  0.00
C -1.6993 0.9526 5.2232  0.00
C -1.5289 1.5385 3.7807  0.00
C -0.0414 1.4640 3.3962  0.00
S 0.6492 0.0710 4.2574  0.00
O 1.6108 0.5997 5.2376  0.00
O 1.0605 -1.0568 3.3909  0.00
C -0.9328 -0.3467 5.1611  0.00
H -2.7411 0.8889 5.5374  0.00
H -1.1725 1.5429 5.9729  0.00
H -1.9139 2.5544 3.6922  0.00
H -2.1161 0.8892 3.1313  0.00
H 0.5318 2.3248 3.7405  0.00
H 0.1631 1.3165 2.3357  0.00
H -0.8089 -0.9270 6.0755  0.00
H -1.4187 -1.0408 4.4753  0.00

## Properties
Max |F| (eV/A): 4.2
HOMO level (alpha / beta) (eV): -14.68 / -14.68
Charge: +2
Molecular weight (g mol⁻¹): 622.1
Gap between HOMO and LUMO (alpha / beta) (eV): 4.56 / 2.74
Spin multiplicity: 2

No. 3
Below is a structure of composition C31H48BClFN2O2P2Pt, with properties calculated with ωB97M-V/def2-TZVPD.

Last column: Mulliken charge in e.
Atoms and positions in Å:
Pt 0.0631 -0.5721 -0.0234  2.06
C 0.2309 -1.9786 -4.7052  -1.72
C 0.7202 -1.6450 -3.2962  2.06
C 0.8729 -2.9557 -2.5067  -2.11
C 2.0928 -0.9633 -3.3568  -1.61
P -0.4297 -0.5929 -2.2638  -1.10
C -2.0905 -1.4551 -2.4772  -1.59
N -2.4730 -1.8590 -1.1469  0.67
B -1.6247 -1.5708 -0.0182  -0.02
N -2.2240 -2.2734 1.0865  0.65
C -1.5854 -2.2926 2.3768  -1.89
P -0.1913 -1.0318 2.2533  -0.20
C 1.3015 -1.9876 2.8706  2.21
C 1.4737 -3.1899 1.9304  -1.99
C 1.2220 -2.4998 4.3092  -1.81
C 2.5349 -1.0890 2.7020  -1.45
C -0.7925 0.2552 3.4744  2.62
C 0.1879 1.4290 3.5383  -2.48
C -1.0356 -0.2628 4.8956  -1.91
C -2.1323 0.7505 2.9000  -1.68
C -3.3877 -2.8865 0.6625  0.58
C -4.3140 -3.6534 1.3415  -0.84
C -5.4067 -4.1603 0.6327  -0.76
C -5.5563 -3.9130 -0.7226  -0.74
C -4.6195 -3.1471 -1.4223  -0.74
C -3.5417 -2.6319 -0.7295  0.31
C -0.7160 1.1122 -2.9789  2.59
C -2.0063 1.6458 -2.3384  -1.67
C 0.4603 2.0033 -2.5590  -2.04
C -0.8446 1.1660 -4.5008  -2.02
H 0.9195 -2.7107 -5.1386  0.53
H 0.2173 -1.1130 -5.3624  0.31
H -0.7635 -2.4291 -4.7121  0.26
H 1.6379 -3.5692 -2.9917  0.65
H -0.0571 -3.5317 -2.4807  0.25
H 1.1874 -2.7550 -1.4829  0.45
H 2.8217 -1.6752 -3.7580  0.55
H 2.4185 -0.6479 -2.3609  0.07
H 2.0768 -0.0967 -4.0210  0.28
H -1.9712 -2.3275 -3.1273  0.79
H -2.8137 -0.7879 -2.9512  0.41
H -1.1639 -3.2736 2.6172  0.41
H -2.2852 -2.0348 3.1736  0.76
H 0.7467 -3.9806 2.1264  0.33
H 2.4720 -3.6058 2.0943  0.65
H 1.4060 -2.8888 0.8839  0.36
H 0.2802 -3.0100 4.5269  0.22
H 1.3558 -1.6986 5.0332  0.31
H 2.0311 -3.2195 4.4687  0.54
H 2.6770 -0.8151 1.6523  0.02
H 3.4164 -1.6463 3.0375  0.60
H 2.4696 -0.1825 3.3032  0.21
H 1.1209 1.1512 4.0308  0.33
H -0.2654 2.2372 4.1198  0.62
H 0.4013 1.8097 2.5407  0.51
H -0.1129 -0.3800 5.4593  0.33
H -1.5817 -1.2069 4.9322  0.22
H -1.6440 0.4826 5.4164  0.56
H -2.0467 1.0291 1.8494  0.03
H -2.4218 1.6467 3.4556  0.64
H -2.9267 0.0109 3.0271  0.33
H -4.1951 -3.8559 2.3990  0.46
H -6.1453 -4.7573 1.1528  0.38
H -6.4107 -4.3178 -1.2501  0.38
H -4.7381 -2.9533 -2.4814  0.48
H -2.0648 1.4176 -1.2720  0.13
H -2.8947 1.2719 -2.8525  0.42
H -2.0044 2.7361 -2.4040  0.56
H 0.6534 1.9350 -1.4920  0.16
H 0.2166 3.0438 -2.7879  0.63
H 1.3787 1.7379 -3.0819  0.26
H -1.6359 0.5125 -4.8803  0.26
H 0.0904 0.9132 -4.9998  0.32
H -1.1012 2.1910 -4.7842  0.55
F 2.2307 -0.3454 -0.2947  -0.94
Cl 5.4005 4.7495 1.7940  -0.27
C 3.7504 4.3257 1.3822  0.29
C 3.4255 3.0004 1.1575  -1.30
C 2.1123 2.6747 0.8433  0.44
C 1.1362 3.6594 0.7335  0.41
C 1.5001 4.9853 0.9485  -0.69
C 2.8007 5.3293 1.2839  -0.61
C -0.3227 3.3375 0.3775  -0.16
O -1.0047 4.2876 -0.0388  -0.84
O -0.7021 2.1510 0.5823  -0.45
H 4.1818 2.2293 1.2183  0.50
H 1.8732 1.6326 0.6647  0.81
H 0.7339 5.7419 0.8397  0.47
H 3.0825 6.3590 1.4602  0.42

## Properties
Max |F| (eV/A): 0.6
Energy above the lowest of the compared OMol25 structures with the same formula, charge and spin (kcal/mol): 0.0
HOMO level (eV): -5.16
Charge: -1
Molecular weight (g mol⁻¹): 803.0
Gap between HOMO and LUMO (eV): 7.57

No. 4
Below is a structure of composition C10H19N2O11P2ReSb, with properties calculated with ωB97M-V/def2-TZVPD.

Last column: Löwdin spin population.
Atoms and positions in Å:
Re 0.0289 -0.0258 -0.3475  0.87
O -1.5422 5.6831 -0.8004  0.00
C -1.4572 5.3165 0.4687  0.00
O -1.6823 6.0521 1.3816  0.00
C -1.0006 3.9131 0.7753  0.00
C -0.8419 3.4547 2.0697  0.00
N -0.4278 2.1786 2.0021  0.00
N -0.3020 1.7718 0.7419  0.01
C -0.6536 2.8142 -0.0180  0.01
C -0.6178 2.5564 -1.4717  0.02
O -0.8832 3.3031 -2.3493  0.00
O -0.2652 1.2296 -1.6998  0.06
H -1.3136 4.9961 -1.4454  0.00
H -0.9961 3.9705 3.0040  0.00
H -0.1917 1.5636 2.7672  0.00
C -2.1907 -3.3768 1.6125  0.00
C -1.8348 -3.1267 0.1467  0.00
O -1.9347 -4.2773 -0.6601  0.00
P -2.7745 -1.6679 -0.4734  0.00
O -2.8166 -1.8372 -2.0169  0.00
O -4.2649 -1.7323 -0.0045  0.00
O -2.0786 -0.4250 0.0343  0.00
P -0.0676 -2.6605 -0.0549  0.01
O 0.7941 -3.9268 0.1902  0.00
O 0.1383 -1.9194 -1.3683  0.01
O 0.2527 -1.5569 0.9928  0.03
H -3.2274 -3.7079 1.6878  0.00
H -2.0561 -2.4810 2.2193  0.00
H -1.5546 -4.1665 2.0121  0.00
H -2.8065 -4.6905 -0.5994  0.00
H -3.5649 -1.4800 -2.5202  0.00
H -4.5386 -1.2418 0.7853  0.00
H 0.4509 -4.7711 -0.1529  0.00
C 3.4021 1.4033 -1.9151  0.00
Sb 2.7259 0.0040 -0.4811  -0.01
C 3.6332 0.5209 1.3580  0.00
C 3.5299 -1.8671 -1.0348  0.00
H 4.4871 1.3600 -1.9822  0.00
H 3.0971 2.4037 -1.6132  0.00
H 2.9635 1.1628 -2.8815  0.00
H 3.3919 1.5546 1.6001  0.00
H 4.7136 0.4128 1.2865  0.00
H 3.2575 -0.1375 2.1393  0.00
H 4.6087 -1.7618 -1.1353  0.00
H 3.0982 -2.1806 -1.9827  0.00
H 3.3118 -2.6068 -0.2667  0.00

## Properties
Max |F| (eV/A): 0.5
Energy above the lowest of the compared OMol25 structures with the same formula, charge and spin (kcal/mol): 9.1
HOMO level (alpha / beta) (eV): -15.66 / -15.38
Charge: +2
Molecular weight (g mol⁻¹): 713.2
Gap between HOMO and LUMO (alpha / beta) (eV): 6.99 / 7.07
Spin multiplicity: 2

No. 5
Below is an isolated molecule of C7H14O at a distorted geometry, with properties calculated with ωB97M-V/def2-TZVPD.

Last column: Mulliken charge in e.
Atoms and positions in Å:
C 1.9632 -1.0817 2.7588  -1.19
C 0.7561 -0.8939 1.8684  -0.07
C 0.7214 -1.3641 0.6251  -0.45
C -0.3925 -1.1743 -0.3549  -0.55
C 0.0581 -0.2370 -1.5126  -0.76
C -0.2057 1.2449 -1.3155  -0.69
C -1.6590 1.6132 -0.9855  -0.32
O -2.3067 2.0427 -2.2026  -0.55
H 2.2600 -2.1240 2.7749  0.33
H 1.7628 -0.8133 3.7873  0.35
H 2.8067 -0.4970 2.3869  0.26
H -0.0237 -0.2554 2.2797  0.32
H 1.5644 -1.9753 0.3138  0.33
H -0.7001 -2.1290 -0.7961  0.30
H -1.2410 -0.7387 0.1674  0.34
H 1.1497 -0.3973 -1.5462  0.39
H -0.2041 -0.5680 -2.5097  0.39
H -0.0228 1.7667 -2.2556  0.35
H 0.4794 1.6264 -0.5610  0.39
H -2.1873 0.7212 -0.6755  0.17
H -1.7262 2.4112 -0.2543  0.35
H -2.8528 2.8226 -1.9927  0.31

## Properties
Max |F| (eV/A): 1.4
Energy above the lowest of the compared OMol25 structures with the same formula, charge and spin (kcal/mol): 32.1
HOMO level (eV): -9.16
Structure (SMILES): C/C=C/CCCCO
Molecular weight (g mol⁻¹): 114.2
Gap between HOMO and LUMO (eV): 10.15

No. 6
Below is a cluster of 6 separate species, C31H21BrNO10S2 in total at a distorted geometry, with properties calculated with ωB97M-V/def2-TZVPD.

Last column: Mulliken charge in e.
Atoms and positions in Å:
S 1.3113 1.4399 4.4376  0.14
C -0.1716 2.3396 4.4764  0.31
N -1.4680 2.6618 4.8929  -0.29
S -2.5566 1.5096 4.0891  0.34
Br -4.6555 2.1404 4.5398  0.04
H -2.3122 0.2409 4.6642  0.47
C 0.1682 -2.4426 1.2155  -0.65
C -0.4649 -1.6647 2.0989  0.05
C -1.6360 -2.1561 2.8513  0.48
O -2.2173 -1.4441 3.6586  -0.60
C -2.0793 -3.5401 2.5910  -0.44
C -1.4462 -4.3181 1.7076  -0.52
C -0.2750 -3.8267 0.9552  0.22
O 0.3062 -4.5387 0.1479  -0.53
H 1.0282 -2.0975 0.6547  0.77
H -0.1516 -0.6475 2.3015  0.39
H -2.9393 -3.8852 3.1518  0.44
H -1.7595 -5.3352 1.5050  0.44
C 1.0860 -1.4977 -2.6118  -0.29
C 1.0798 -1.1681 -3.9070  -0.26
C 1.7373 0.0632 -4.3874  0.23
O 1.7303 0.3666 -5.5724  -0.56
C 2.4029 0.9149 -3.3817  -0.38
C 2.4092 0.5854 -2.0865  -0.62
C 1.7517 -0.6460 -1.6061  0.48
O 1.7586 -0.9494 -0.4211  -0.57
H 0.6079 -2.3968 -2.2427  0.48
H 0.5965 -1.7827 -4.6570  0.50
H 2.8810 1.8140 -3.7508  0.44
H 2.8925 1.1999 -1.3365  0.54
C 5.0053 1.3079 3.8838  -0.41
C 5.7322 1.0341 4.9714  -0.40
C 6.7258 1.9946 5.4906  0.35
O 7.3930 1.7439 6.4849  -0.53
C 6.8836 3.2693 4.7627  -0.33
C 6.1567 3.5432 3.6751  -0.36
C 5.1632 2.5827 3.1559  0.25
O 4.4960 2.8334 2.1617  -0.55
H 4.2729 0.6142 3.4894  0.73
H 5.6276 0.1038 5.5168  0.42
H 7.6160 3.9631 5.1571  0.42
H 6.2613 4.4735 3.1297  0.42
C -4.1770 -4.3777 -4.8457  -0.33
C -3.2338 -3.7143 -4.1700  -0.45
C -2.0421 -3.1711 -4.8514  0.36
O -1.1773 -2.5656 -4.2334  -0.40
C -1.9341 -3.3880 -6.3078  -0.32
C -2.8773 -4.0514 -6.9835  -0.37
C -4.0689 -4.5945 -6.3021  0.31
O -4.9337 -5.2001 -6.9201  -0.54
H -5.0568 -4.7831 -4.3611  0.40
H -3.2988 -3.5463 -3.1017  0.43
H -1.0543 -2.9825 -6.7924  0.44
H -2.8123 -4.2193 -8.0518  0.41
C -4.2614 4.2142 -0.0684  -0.34
C -3.7916 2.9667 -0.1648  -0.35
C -2.3519 2.6766 -0.0156  0.32
O -1.9208 1.5353 -0.1056  -0.55
C -1.4522 3.8176 0.2457  -0.34
C -1.9220 5.0652 0.3421  -0.39
C -3.3617 5.3553 0.1929  0.33
O -3.7928 6.4966 0.2830  -0.54
H -5.3144 4.4444 -0.1761  0.44
H -4.4388 2.1189 -0.3555  0.45
H -0.3992 3.5875 0.3534  0.55
H -1.2748 5.9129 0.5328  0.43

## Properties
Max |F| (eV/A): 6.8
HOMO level (eV): -11.84
Charge: +1
Molecular weight (g mol⁻¹): 711.5
Gap between HOMO and LUMO (eV): 5.41